No. 1
Below is a cluster of 3 separate species, C4H13NO3 in total, with properties calculated with ωB97M-V with the def2-TZVPD basis set.

The geometry in XYZ format:
```
21
Properties=species:S:1:pos:R:3:forces:R:3
C 0.35370 1.00909 2.69691 -1.949 -0.087 2.749
C 0.57522 0.23115 1.43726 3.394 -2.139 1.374
N -0.55380 0.00901 0.65829 -2.357 -1.787 -1.852
C -0.36568 -0.75345 -0.63214 -0.224 2.210 -0.768
C -1.85699 -0.02345 1.17288 0.944 -0.080 -0.651
O -2.82301 -0.15665 0.43977 0.540 -0.027 1.255
H -0.00232 1.98095 2.36378 0.373 0.543 0.629
H 1.11335 0.99365 3.53129 0.015 0.415 -1.739
H -0.52181 0.63289 3.39588 1.457 0.351 -1.741
H 1.17398 -0.71067 1.69201 -1.186 0.309 -0.038
H 1.34711 0.64235 0.79218 0.015 1.032 -0.021
H 0.45873 -1.51816 -0.57644 -0.658 1.135 0.153
H -0.26620 0.01434 -1.54681 0.242 -1.871 2.009
H -1.32375 -1.22702 -0.84595 0.160 -0.157 0.072
H -1.81237 0.05408 2.29873 -0.865 0.118 -1.171
O 0.36345 1.86644 -3.39067 -0.563 -1.637 1.582
H 0.33265 1.37176 -2.53334 -0.923 -0.338 -1.259
H 0.99844 2.43424 -3.00944 1.551 2.119 -0.393
O 0.99889 -2.47136 -2.96715 -0.196 -2.076 -1.274
H 0.54843 -2.76922 -2.19443 -0.506 -0.424 0.704
H 1.26196 -1.60997 -2.78260 0.736 2.390 0.378
```
Positions in Å, forces in eV/Å.

Output
Charge ... 0
Energy relative to the best compared isomer or geometry (same formula, charge and spin) ... 64.8 kcal per mole
Spin multiplicity ... 1
Frontier orbital gap ... 0.362 Eh
Electronic energy ... -440.61197 Ha
LUMO energy ... 0.280 eV
Strongest force on any atom ... 4.24 eV/A
HOMO level ... -9.58 eV
Structure (SMILES) ... CCN(C)C=O.O.O

Löwdin atomic charge list, values in e, 8 entries: C -0.11; C -0.32; N -0.15; C -0.02; C -0.29; O 0.02; H 0.08; H 0.10

---

No. 2
Below is a cluster of 3 separate species, C4H13NO3 in total, with properties calculated with ωB97M-V with the def2-TZVPD basis set.

The geometry in XYZ format:
```
21
Properties=species:S:1:pos:R:3:forces:R:3
C 0.05753 -1.84447 -1.31950 -0.343 0.757 -0.332
N 1.13165 -0.89256 -1.25304 0.448 0.014 0.869
C 1.62345 -0.44340 0.00885 0.416 1.527 -0.550
C 2.26230 0.96684 -0.09595 -0.038 -0.410 -1.681
C 1.47206 1.94073 -0.97683 -0.011 1.267 0.430
O -0.44153 -2.22980 -0.31228 0.162 -0.241 0.216
H -0.29286 -2.01256 -2.32720 -0.025 -0.402 -0.453
H 1.50121 -0.41398 -2.07782 -0.131 -0.330 -0.239
H 0.77519 -0.43298 0.66451 -0.317 -0.514 0.740
H 2.43216 -1.09970 0.35832 -0.279 -0.521 0.167
H 2.35653 1.39233 0.89263 0.129 -0.130 0.266
H 3.25494 0.84891 -0.53910 0.093 0.000 0.306
H 2.08258 2.81932 -1.19761 0.232 -0.125 0.163
H 0.65179 2.36297 -0.40300 -0.412 -0.174 -0.109
H 1.10515 1.67871 -1.97269 0.031 -0.667 0.176
H -3.75364 -1.19148 -0.16411 0.393 -2.302 0.910
H -3.89485 0.22191 0.42479 -0.096 -0.259 0.206
O -3.95408 -0.31803 -0.36723 -0.264 2.530 -1.047
H -2.33403 -0.47482 2.94897 -0.108 0.336 -0.310
H -2.96978 -0.73750 4.22558 -0.468 -0.008 0.633
O -3.06575 -0.14045 3.48272 0.588 -0.349 -0.360
```
Positions in Å, forces in eV/Å.

Output
Charge ... +1
Energy relative to the best compared isomer or geometry (same formula, charge and spin) ... 45.4 kcal per mole
Spin multiplicity ... 2
Frontier orbital gap (spin up / spin down) ... 0.367 / 0.178 Eh
Electronic energy ... -440.31776 Ha
LUMO energy (spin up / spin down) ... -4.159 / -9.287 eV
<S²> ... 0.766
Strongest force on any atom ... 2.75 eV/A
HOMO level (spin up / spin down) ... -14.14 / -14.14 eV

Löwdin atomic charge list, values in e, 8 entries: C -0.17; N 0.23; C -0.12; C -0.19; C -0.09; O 0.19; H 0.16; H 0.18

---

No. 3
Below is a cluster of 5 separate species, C4H13NO4 in total, with properties calculated with ωB97M-V with the def2-TZVPD basis set.

The geometry in XYZ format:
```
22
Properties=species:S:1:pos:R:3:forces:R:3
C 2.05362 1.59653 -1.19367 1.054 -1.455 0.135
C 2.29916 0.39550 -1.93014 -0.447 0.728 -0.333
C 2.13639 -0.66946 -1.09698 -0.097 0.192 -0.622
N 1.80301 -0.18600 0.15910 0.608 -0.763 -1.076
C 1.82900 1.16934 0.08525 -0.559 1.719 0.363
H 2.28780 2.58628 -1.53922 -0.474 0.222 0.106
H 2.46741 0.38839 -2.99187 0.213 -0.344 -0.102
H 2.20902 -1.69427 -1.42143 -0.088 -0.201 0.683
H 1.82836 -0.79090 0.95892 -0.245 0.377 0.261
H 1.55928 1.86153 0.86586 0.124 -0.494 0.540
O -2.49676 -0.46855 -1.40077 0.755 0.412 -0.416
H -2.63975 0.18126 -2.10086 -0.468 -0.046 0.075
H -1.53552 -0.36065 -1.29207 -0.053 -0.221 0.077
O -1.20620 1.30792 0.43089 0.265 0.347 -0.278
H -0.81140 1.16180 1.29885 -0.329 -0.259 0.043
H -1.94095 0.69961 0.33988 -0.218 0.035 0.271
O -1.02509 0.05812 3.07576 0.021 0.347 -0.120
H -1.81300 -0.49219 3.13937 0.192 -0.163 0.043
H -0.29750 -0.40707 3.49353 -0.157 -0.227 0.106
O -2.52904 -2.36518 0.64841 0.169 0.198 0.177
H -2.39393 -1.49324 0.24834 -0.240 -0.409 0.073
H -2.95143 -2.86365 -0.05686 -0.025 0.005 -0.004
```
Positions in Å, forces in eV/Å.

Output
Charge ... 0
Energy relative to the best compared isomer or geometry (same formula, charge and spin) ... 30.0 kcal per mole
Spin multiplicity ... 1
Frontier orbital gap ... 0.318 Eh
Electronic energy ... -515.90425 Ha
LUMO energy ... 0.426 eV
Strongest force on any atom ... 1.84 eV/A
HOMO level ... -8.24 eV
Structure (SMILES) ... c1cc[nH]c1.O.O.O.O

Löwdin atomic charge list, values in e, 8 entries: C -0.10; C -0.12; C -0.15; N 0.02; C -0.18; H 0.09; H 0.09; H 0.10

---

No. 4
Below is a cluster of 2 separate species, C4H13NO4P in total, with properties calculated with ωB97M-V with the def2-TZVPD basis set.

The geometry in XYZ format:
```
23
Properties=species:S:1:pos:R:3:forces:R:3
C 0.74347 1.35306 0.34490 0.907 -0.025 -0.097
O 0.21714 0.05271 0.50066 -0.386 0.212 0.072
C -1.08455 0.00557 1.02879 0.070 -0.208 -0.328
C -1.57105 -1.48644 0.90862 0.013 0.593 -0.261
N -0.89148 -2.27696 -0.08322 -0.336 -0.538 0.238
P -2.38951 1.02547 0.19319 -1.126 -0.152 -0.023
O -2.03794 0.83861 -1.40710 0.647 -0.037 0.418
O -1.96948 2.58654 0.59117 0.177 -0.013 -0.539
H 0.72029 1.92639 1.27110 -0.294 0.117 0.113
H 1.78598 1.24027 0.06145 0.128 -0.254 -0.026
H 0.26876 1.90594 -0.46371 -0.268 0.155 0.105
H -1.11235 0.28298 2.08845 0.082 0.250 0.113
H -1.49359 -1.95767 1.88079 0.149 -0.185 0.144
H -2.63308 -1.46029 0.66636 -0.193 -0.107 0.049
H 0.04962 -2.50457 0.20258 0.167 0.251 -0.216
H -0.86673 -1.81839 -0.98078 0.185 0.013 -0.039
H -1.09187 0.67609 -1.56975 -0.123 0.060 -0.040
H -2.56530 3.17192 0.09448 0.195 -0.152 0.375
C 3.19962 -0.74199 -1.08003 -0.122 0.247 0.070
O 3.85403 -1.76321 -1.63069 -0.006 0.057 0.030
H 3.58285 -0.37795 -0.07327 0.069 -0.086 0.000
H 3.17919 0.22689 -1.67884 0.071 -0.048 -0.086
H 2.10601 -0.90496 -0.86513 -0.007 -0.153 -0.072
```
Positions in Å, forces in eV/Å.

Output
Charge ... -1
Spin multiplicity ... 1
Frontier orbital gap ... 0.176 Eh
Electronic energy ... -857.24819 Ha
LUMO energy ... 2.734 eV
Strongest force on any atom ... 1.14 eV/A
HOMO level ... -2.05 eV

Löwdin atomic charge list, values in e, 8 entries: C -0.11; O -0.21; C -0.47; C -0.29; N 0.02; P 0.85; O -0.29; O -0.32